[1]
Entry from the Open Molecules 2025 dataset: C38H38IrN6O3P2 as an isolated structure (ωB97M-V/def2-TZVPD).

Summary:
Spin multiplicity ... 2
Total energy ... -76512.3730 eV
Total charge ... +2
HOMO (alpha / beta) ... -12.65 / -12.67 eV
Energy above the lowest of the compared OMol25 structures with the same formula, charge and spin ... 0.0 kcal per mole
Expectation value of S² ... 0.753

Each line ends with the Mulliken spin population.
Atoms and positions in Å:
Ir -0.4304 0.0381 -0.4521  0.006
C -2.6046 4.9637 -1.3776  0.000
N -1.5743 3.9394 -1.2160  0.000
C -0.2472 4.1143 -1.4776  0.000
C 0.3634 2.9194 -1.2452  0.001
N -0.5818 2.0248 -0.8280  0.004
C -1.7614 2.6574 -0.8331  -0.002
P -3.4067 1.8999 -0.6924  0.000
C -3.1410 0.8724 0.7812  0.000
N -2.0705 0.1115 0.9611  -0.001
C -2.3152 -0.6807 2.0452  0.001
C -3.5503 -0.3733 2.5383  0.001
N -4.0627 0.6065 1.7342  0.000
C -5.3747 1.2317 1.8839  0.000
C -3.0836 0.5589 -1.8860  0.002
N -1.9999 -0.2101 -1.8747  0.001
C -2.1447 -1.1336 -2.8707  0.002
C -3.3372 -0.9112 -3.4950  0.003
N -3.9183 0.1564 -2.8687  0.000
C -5.2097 0.7448 -3.2163  0.000
H -2.1157 5.9319 -1.4307  0.000
H -3.1676 4.7975 -2.2940  0.000
H -3.2774 4.9556 -0.5245  0.000
H 0.1528 5.0603 -1.7979  0.000
H 1.3970 2.6552 -1.3499  0.000
H -1.5968 -1.4005 2.3988  0.000
H -4.0975 -0.7617 3.3796  0.000
H -5.8567 0.8085 2.7599  0.000
H -5.2684 2.3050 2.0226  0.000
H -5.9937 1.0322 1.0118  0.000
H -1.3962 -1.8800 -3.0749  0.001
H -3.8111 -1.4136 -4.3202  0.000
H -5.6337 0.1755 -4.0377  0.000
H -5.8893 0.6977 -2.3684  0.000
H -5.0831 1.7782 -3.5309  0.000
C 1.9065 -4.8115 -0.3380  0.070
C 0.7427 -4.2767 0.4365  0.294
C -0.4428 -5.1567 0.6825  -0.004
O 1.0215 -3.4936 1.4823  0.163
C -0.1028 -3.0118 -0.8902  0.164
O 0.0004 -3.5114 -1.9549  0.203
O -0.6101 -2.0882 -0.2663  0.086
H 2.4017 -5.5659 0.2816  0.007
H 2.6284 -4.0279 -0.5748  0.002
H 1.5764 -5.2779 -1.2612  -0.006
H -0.1369 -5.9443 1.3783  0.027
H -0.7798 -5.6247 -0.2391  -0.002
H -1.2570 -4.5985 1.1428  0.003
H 1.8795 -3.0636 1.3505  -0.025
C 3.6619 4.2220 0.7321  0.000
C 4.0521 3.1554 -0.0640  0.000
C 3.3898 1.9389 0.0242  0.001
C 2.3248 1.7783 0.9112  -0.001
C 1.9503 2.8509 1.7200  0.000
C 2.6139 4.0646 1.6285  0.000
P 1.3932 0.2093 0.9334  0.003
C 1.1345 -0.1368 2.6943  -0.003
C 1.8944 -1.0288 3.4487  0.003
C 1.6633 -1.1784 4.8077  -0.001
C 0.6829 -0.4259 5.4363  0.000
C -0.0774 0.4693 4.6978  0.000
C 0.1417 0.6060 3.3367  0.000
C 2.5448 -0.9113 0.1030  0.015
C 3.7359 -1.3992 0.5855  0.000
C 4.6490 -2.0273 -0.2878  -0.001
C 4.3954 -2.0684 -1.6310  0.000
C 3.2188 -1.4944 -2.1751  0.001
C 3.0091 -1.3979 -3.5720  0.002
C 1.9176 -0.7331 -4.0484  0.000
C 0.9499 -0.2000 -3.1643  0.006
C 1.0600 -0.3271 -1.8025  0.005
C 2.2540 -0.9462 -1.2967  -0.033
H 4.1849 5.1669 0.6682  0.000
H 4.8809 3.2634 -0.7510  0.000
H 3.7121 1.1213 -0.6086  0.000
H 1.1494 2.7504 2.4376  0.000
H 2.3195 4.8852 2.2695  0.000
H 2.6806 -1.6167 2.9954  0.003
H 2.2601 -1.8776 5.3777  0.000
H 0.5131 -0.5361 6.4988  0.000
H -0.8449 1.0588 5.1819  0.000
H -0.4753 1.2899 2.7660  0.000
H 4.0271 -1.2543 1.6178  0.000
H 5.5703 -2.4333 0.1076  0.000
H 5.1178 -2.5096 -2.3070  0.000
H 3.7395 -1.8257 -4.2467  0.000
H 1.7762 -0.6225 -5.1158  0.000
H 0.0897 0.3011 -3.5930  0.001

[2]
Entry from the Open Molecules 2025 dataset: C25H19ClN5O6Tc as an isolated structure in a non-equilibrium geometry (ωB97M-V/def2-TZVPD).

Summary:
Spin multiplicity ... 3
Total energy ... -60681.7536 eV
HOMO (alpha / beta) ... -6.06 / -6.06 eV
Energy above the lowest of the compared OMol25 structures with the same formula, charge and spin ... 110.0 kcal per mole
Expectation value of S² ... 2.064

Each line ends with the Mulliken spin population.
Atoms and positions in Å:
Tc 0.0583 -0.0494 -0.6689  0.868
Cl -2.6155 6.6218 -2.4216  0.000
C -2.0389 5.0822 -1.8730  -0.001
C -2.2568 4.8445 -0.4892  0.011
C -1.8255 3.7123 0.1485  -0.007
C -1.1180 2.7533 -0.5720  0.007
O -0.3370 1.9155 0.0982  -0.005
C -1.3116 2.7822 -2.0103  0.015
C -1.2483 1.6140 -2.8127  -0.011
N -1.1559 0.3805 -2.2403  -0.014
C -1.3843 -0.7977 -3.0352  0.082
C -2.3279 -0.9701 -4.0032  -0.096
C -2.1496 -1.9721 -4.9867  0.187
C -1.1400 -2.9483 -4.8352  -0.101
C -0.2869 -2.9204 -3.7086  0.164
C 0.8288 -3.8626 -3.6092  -0.074
C 1.7902 -3.7240 -2.6372  0.133
C 1.5214 -2.6853 -1.5415  -0.047
N 0.3873 -1.7604 -1.7116  0.351
C -0.3912 -1.8327 -2.8131  0.063
C -1.5265 4.0465 -2.6459  0.006
H -2.6980 5.6526 0.1094  0.000
H -2.1407 3.5463 1.2059  0.000
H -1.4700 1.7874 -3.8700  0.000
H -3.1471 -0.2679 -3.9836  -0.002
H -2.8039 -2.0288 -5.8608  0.009
H -1.0917 -3.6997 -5.6497  0.000
H 0.8435 -4.6201 -4.3894  -0.001
H 2.3529 -4.5739 -2.2909  0.001
H 2.4073 -2.1517 -1.2689  0.023
H -1.3903 4.1874 -3.7272  0.000
O 1.9212 -4.4249 1.3556  0.006
N 2.2445 -4.0960 0.2666  0.003
O 1.8197 0.2195 -0.6733  0.390
O 1.1433 -3.5338 -0.4082  0.021
N -1.1186 -0.5996 0.9135  -0.020
C -0.4757 -0.2149 2.0879  0.002
C -0.7659 -0.9078 3.1967  -0.006
C -1.7335 -1.8901 3.1597  0.015
C -2.5319 -2.0704 2.0270  -0.008
C -2.2126 -1.4032 0.8880  0.022
H 0.0774 0.6813 1.9801  0.011
H -0.2579 -0.6775 4.1117  0.001
H -1.8986 -2.5500 4.0496  0.000
H -3.3253 -2.8129 1.9776  0.000
H -2.8670 -1.4353 -0.0090  0.002
O 5.5917 0.2738 4.5523  0.000
C 4.5530 0.8186 4.8491  0.000
C 4.0206 2.1527 4.2689  0.000
C 2.5377 2.0552 4.6081  0.000
C 2.6009 1.0697 5.7870  0.000
O 1.6539 0.9713 6.5412  0.000
N 3.7843 0.3741 5.9129  0.000
H 4.3437 2.2688 3.2446  0.000
H 4.5194 2.9576 4.8183  0.000
H 1.9586 1.6744 3.7430  0.000
H 2.0832 3.0379 4.8448  0.000

[3]
Entry from the Open Molecules 2025 dataset: a 2-piece molecular cluster, C2H4N2O2 overall in a non-equilibrium geometry (ωB97M-V/def2-TZVPD).

Summary:
Total energy ... -9210.1222 eV
HOMO ... -9.64 eV
Energy above the lowest of the compared OMol25 structures with the same formula, charge and spin ... 117.6 kcal per mole
Structure (SMILES) ... [H]/N=N\O.C=C=O

Each line ends with the Löwdin charge.
Atoms and positions in Å:
C 0.0286 -1.5306 -0.7590  -0.338
C 0.6761 -2.1091 0.1873  0.002
N -0.2233 1.5867 0.1700  0.089
N -1.3632 1.8427 -0.0895  -0.139
O -0.4520 -0.9249 -1.5928  0.179
O -2.3746 1.0234 0.4202  -0.060
H 0.5243 -1.6580 1.1369  0.046
H -3.0173 1.0203 -0.3197  0.100
H 1.2806 -3.0493 0.2349  0.088
H -0.0937 0.6498 0.5422  0.033

[4]
Entry from the Open Molecules 2025 dataset: a 2-piece molecular cluster, H3O2PS overall in a non-equilibrium geometry (ωB97M-V/def2-TZVPD).

Summary:
Total energy ... -24265.0949 eV
HOMO (alpha / beta) ... -8.40 / -7.63 eV
Energy above the lowest of the compared OMol25 structures with the same formula, charge and spin ... 98.8 kcal per mole

Each line ends with the Löwdin charge.
Atoms and positions in Å:
O -1.6760 -0.2184 -1.3836  -0.427
O 0.3812 1.7553 -0.3659  -0.859
P -1.7428 0.4963 0.0391  0.896
S 1.5697 0.7757 -0.2272  0.594
H -0.8179 -0.5453 -1.6784  0.044
H -0.8652 -0.3488 0.7698  -0.114
H 1.8105 0.8177 1.1268  -0.134

[5]
Entry from the Open Molecules 2025 dataset: H10NaO5 as an isolated structure (ωB97M-V/def2-TZVPD).

Summary:
Total energy ... -14812.7307 eV
Total charge ... +1
HOMO ... -15.19 eV
Energy above the lowest of the compared OMol25 structures with the same formula, charge and spin ... 8.9 kcal per mole

Each line ends with the Löwdin charge.
Atoms and positions in Å:
Na 5.6122 7.9571 0.7577  0.542
O 4.6582 8.6368 -1.4606  -0.021
H 4.5683 9.5892 -1.4946  0.059
H 3.8308 8.3051 -1.8095  0.064
O 3.2521 7.3947 1.2656  -0.023
H 2.7759 8.2225 1.2015  0.046
H 2.5684 6.7311 1.3577  0.069
O 4.9339 10.1224 1.6379  -0.027
H 4.0911 10.2080 1.1924  0.044
H 4.7484 10.3514 2.5486  0.068
O 7.8648 7.8430 -0.1206  -0.023
H 8.2513 8.3273 -0.8503  0.069
H 8.3646 7.0276 -0.0823  0.066
O 6.7968 8.2807 3.3599  -0.028
H 6.8210 8.8146 4.1540  0.053
H 7.7015 8.2740 3.0475  0.044

[6]
Entry from the Open Molecules 2025 dataset: C4H8FNOS as an isolated structure in a non-equilibrium geometry (ωB97M-V/def2-TZVPD).

Summary:
Total energy ... -21363.1169 eV
HOMO ... -8.92 eV
Energy above the lowest of the compared OMol25 structures with the same formula, charge and spin ... 105.2 kcal per mole

Each line ends with the Löwdin charge.
Atoms and positions in Å:
C 2.9887 0.9059 0.8375  -0.196
C 1.8878 -0.3113 -0.7980  -0.527
C -1.8183 -0.6294 0.3224  -0.307
C -2.9579 0.2651 0.4829  -0.273
H 2.7228 1.9949 1.5717  0.152
H 2.3744 0.0459 1.3459  0.034
H 4.2920 0.6285 0.9007  0.149
H 2.8060 -0.9956 -0.9072  0.101
H 1.6212 -0.1198 -1.9695  0.138
H -1.7352 -1.4263 1.1366  0.114
H -2.8428 0.7067 1.5839  0.150
H -4.1569 -0.1839 0.4864  0.178
N -0.7552 -0.2211 -0.2707  -0.288
O 2.3110 1.0406 -0.4316  -0.290
F -3.0733 1.1332 -0.5422  -0.032
S 0.5484 -1.1879 0.0632  0.897

[7]
Entry from the Open Molecules 2025 dataset: C10H19N2SSe2SiTe2W as an isolated structure in a non-equilibrium geometry (ωB97M-V/def2-TZVPD).

Summary:
Total energy ... -179448.8894 eV
Total charge ... +3
HOMO ... -18.13 eV
Energy above the lowest of the compared OMol25 structures with the same formula, charge and spin ... 0.0 kcal per mole

Each line ends with the Löwdin charge.
Atoms and positions in Å:
W 0.3567 0.6052 0.4478  0.614
Se 1.8053 -0.1716 -1.5872  0.212
Te -0.2611 -1.5260 -1.3546  0.601
Te 0.0344 -2.1339 1.2840  0.663
Se -1.2326 -0.2172 2.2453  0.263
C -0.9939 5.6787 -3.6268  0.041
C -0.4337 4.6359 -2.7512  -0.181
C 0.9115 4.4642 -2.4895  0.084
C 1.3508 3.4312 -1.6701  -0.258
N 0.4500 2.6150 -1.0610  -0.051
C -0.8417 2.7602 -1.3544  -0.748
S -1.8829 1.6106 -0.6421  0.701
N -1.2755 3.7369 -2.1698  0.172
C 2.7968 3.1608 -1.4920  -0.030
H -0.4982 6.6347 -3.4547  0.123
H -2.0703 5.7974 -3.5129  0.110
H -0.7966 5.4298 -4.6756  0.132
H 1.6368 5.1276 -2.9405  0.160
H -2.2716 3.8052 -2.3580  0.186
H 3.3498 4.0826 -1.3106  0.119
H 3.1984 2.7578 -2.4288  0.121
H 2.9910 2.4463 -0.6963  0.046
C 2.7408 3.9699 1.7082  -0.157
Si 1.8514 2.5986 2.6253  0.518
C 2.1854 2.4532 4.4433  -0.144
C -0.0270 2.9052 2.2633  -0.222
C 2.0357 0.9105 1.6407  -0.451
H 2.8026 4.8388 2.3693  0.063
H 2.2193 4.2922 0.8086  0.015
H 3.7686 3.7077 1.4479  0.054
H 1.8426 3.3564 4.9552  0.062
H 3.2559 2.3694 4.6463  0.058
H 1.6947 1.6007 4.9156  0.049
H -0.2176 3.9790 2.3642  0.075
H -0.6934 2.4251 2.9786  0.008
H -0.3418 2.6686 1.2207  -0.066
H 2.0650 0.1482 2.4349  0.027
H 3.0352 0.8799 1.1955  0.031

[8]
Entry from the Open Molecules 2025 dataset: C30H67ClMn2N2O22 as an isolated structure in a non-equilibrium geometry (ωB97M-V/def2-TZVPD).

Summary:
Spin multiplicity ... 11
Total energy ... -155367.7954 eV
Total charge ... +2
HOMO (alpha / beta) ... -12.49 / -12.48 eV
Expectation value of S² ... 30.007

Each line ends with the Mulliken spin population.
Atoms and positions in Å:
Mn -18.7990 -14.6215 4.6286  4.950
Mn -21.7780 -12.9539 -0.6223  4.878
C -20.1384 -17.0360 -5.0393  0.000
C -20.5407 -17.4111 -3.6095  0.001
N -20.8370 -18.8208 -3.4284  0.000
C -21.6939 -19.6037 -4.1853  0.000
C -21.6544 -20.8618 -3.6167  0.000
N -20.7955 -20.8419 -2.5486  0.000
C -20.3020 -19.6106 -2.4905  -0.001
C -20.6302 -21.8866 -1.5271  0.000
H -19.7083 -16.0496 -5.1958  0.000
H -21.0142 -17.0137 -5.6923  0.000
H -19.4521 -17.8219 -5.3553  0.000
H -21.3647 -16.7989 -3.2431  -0.002
H -19.6572 -17.1311 -3.0338  0.000
H -22.1993 -19.1830 -5.0369  0.000
H -22.0959 -21.8294 -3.7963  0.000
H -19.6495 -19.2329 -1.7183  0.000
H -20.3894 -21.3625 -0.6087  -0.001
H -19.8668 -22.5995 -1.8312  0.000
H -21.5405 -22.4701 -1.4117  0.000
C -20.5788 -18.3822 0.7114  0.001
C -19.8731 -17.9604 1.7988  0.004
C -19.9555 -16.5500 2.3170  0.063
O -19.6034 -16.2615 3.5190  -0.041
C -20.4495 -15.5233 1.5458  -0.024
C -21.0371 -15.8698 0.3132  -0.065
C -21.3875 -17.4037 0.0153  0.013
O -22.4552 -17.6757 -0.5431  0.000
O -21.4413 -14.9747 -0.4653  0.056
O -18.8924 -18.6506 2.2257  -0.006
H -20.6007 -19.4084 0.3799  -0.003
H -20.4233 -14.4929 1.8615  -0.035
Cl -22.0047 -12.3386 1.6878  0.069
C -15.1694 -17.9470 2.2212  0.000
C -15.4723 -19.1758 1.3592  0.000
O -16.6819 -19.0775 0.6446  0.000
O -15.9809 -17.8919 3.3901  0.000
H -15.2850 -17.0311 1.6292  0.000
H -14.1244 -17.9694 2.5334  0.000
H -15.4204 -20.0643 1.9969  0.000
H -14.7001 -19.3195 0.6005  0.000
H -17.3968 -18.7314 1.2014  0.000
H -16.8778 -18.1554 3.1386  0.001
C -25.5481 -15.6598 1.2112  0.000
C -24.2678 -15.7714 2.0315  -0.002
O -23.7965 -17.0886 2.2023  0.000
O -25.2318 -15.6127 -0.1849  0.000
H -26.0474 -14.7788 1.6215  0.000
H -26.3039 -16.4181 1.4245  0.000
H -24.4512 -15.4055 3.0458  0.000
H -23.5122 -15.0764 1.6453  0.006
H -23.9460 -17.6243 1.4134  0.000
H -24.6701 -16.3638 -0.4297  0.000
C -22.5335 -17.1363 5.7929  -0.005
C -22.6729 -18.5946 5.3904  0.000
O -22.2165 -18.7064 4.0028  -0.004
O -23.6152 -16.2917 5.4611  0.000
H -21.6174 -16.7486 5.3375  0.022
H -22.4350 -17.0338 6.8757  -0.001
H -23.6583 -19.0638 5.3715  0.000
H -22.0243 -19.2329 5.9885  0.000
H -22.7902 -18.1651 3.4374  0.000
H -23.6451 -16.1370 4.5152  0.000
C -17.9149 -21.9906 2.6144  0.000
C -18.2919 -22.1699 1.1598  0.000
O -19.2199 -23.2527 1.0783  0.000
O -19.0528 -21.3885 3.2775  0.000
H -17.0636 -21.3449 2.8453  0.000
H -17.6799 -22.9396 3.0919  0.000
H -17.3774 -22.3610 0.5921  0.000
H -18.7207 -21.2917 0.6691  0.000
H -20.0727 -22.9764 1.4382  0.000
H -19.2854 -20.6027 2.7648  0.000
C -24.7424 -12.2888 -1.0986  0.012
C -23.9312 -11.2552 -1.8436  -0.010
O -22.6804 -10.9462 -1.2422  0.014
O -23.8756 -13.4520 -0.9817  0.026
H -25.6101 -12.5919 -1.6800  0.004
H -25.0022 -11.8790 -0.1219  -0.003
H -24.5147 -10.3322 -1.8735  0.002
H -23.8182 -11.5615 -2.8862  -0.005
H -22.6463 -10.0189 -0.9950  0.003
H -24.3881 -14.2308 -0.6657  0.001
C -25.0758 -19.1700 -2.4486  0.000
C -26.5396 -19.0266 -2.8332  0.000
O -26.6264 -18.2800 -4.0267  0.000
O -24.6411 -17.8684 -2.0787  -0.001
H -24.4984 -19.4561 -3.3323  0.000
H -25.0200 -19.9285 -1.6589  0.000
H -27.2424 -18.7139 -2.0508  0.000
H -26.9538 -20.0314 -2.9969  0.000
H -25.8818 -17.6692 -3.9677  0.000
H -23.7135 -17.9603 -1.8069  0.000
C -19.7596 -11.7948 4.0665  -0.004
C -19.1833 -11.7845 5.4470  0.003
O -18.0539 -12.7104 5.5218  0.018
O -20.2263 -13.1570 3.9015  0.038
H -18.9958 -11.4863 3.3509  -0.002
H -20.5609 -11.0561 4.0491  0.001
H -19.8574 -12.0533 6.2631  0.000
H -18.7754 -10.8124 5.7336  0.002
H -17.4950 -12.3601 6.2264  0.001
H -21.0337 -12.9879 3.3621  0.013
C -22.9768 -21.5080 1.4663  -0.001
C -23.7307 -21.8334 2.7634  0.000
O -23.0612 -21.3579 3.8963  0.000
O -21.6308 -21.9235 1.7142  0.000
H -23.0642 -20.4397 1.2325  0.000
H -23.4886 -22.0116 0.6441  0.000
H -23.9042 -22.9055 2.8513  0.000
H -24.7570 -21.4458 2.7265  0.000
H -23.0573 -20.4043 4.0650  0.000
H -21.5488 -21.6407 2.6457  0.000
C -19.0986 -18.6056 6.3299  0.005
C -18.2396 -17.9704 7.3917  0.003
O -17.2317 -18.8621 7.8924  0.001
O -18.3505 -18.7519 5.1301  0.003
H -19.8830 -17.8809 6.0784  -0.002
H -19.5046 -19.5709 6.6334  0.000
H -18.8576 -17.6674 8.2409  0.000
H -17.7885 -17.0434 7.0104  0.002
H -17.1964 -18.6914 8.8381  0.000
H -18.8322 -19.2397 4.4521  0.000